# 1
{"formula": "C30H57Ag2N3O12Zn2", "method": "ωB97M-V/def2-TZVPD", "e_above_lowest_ev": 0.0000, "e_tot_ev": -165899.304, "homo_lumo_gap_ev": 5.36, "species": ["Zn", "Zn", "Ag", "Ag", "C", "O", "O", "O", "C", "O", "O", "O", "C", "O", "O", "O", "C", "C", "C", "C", "C", "C", "N", "O", "C", "C", "C", "H", "H", "H", "H", "H", "H", "H", "H", "H", "H", "H", "H", "H", "H", "H", "H", "H", "H", "H", "C", "C", "C", "C", "C", "C", "N", "O", "C", "C", "C", "H", "H", "H", "H", "H", "H", "H", "H", "H", "H", "H", "H", "H", "H", "H", "H", "H", "H", "H", "C", "C", "C", "C", "C", "C", "N", "O", "C", "C", "C", "H", "H", "H", "H", "H", "H", "H", "H", "H", "H", "H", "H", "H", "H", "H", "H", "H", "H", "H"], "positions_angstrom": [[0.620, 0.503, -2.549], [-0.024, 3.170, -0.961], [-0.396, 3.001, 2.755], [2.100, 0.578, 0.952], [-0.860, 0.636, -0.467], [-1.037, 1.279, -1.562], [-0.113, -0.384, -0.738], [-0.286, 1.508, 0.331], [0.054, 5.460, 0.220], [1.166, 6.031, 0.311], [-0.508, 5.116, -0.897], [0.086, 4.271, 0.852], [2.335, 2.325, -1.865], [2.393, 1.034, -1.677], [2.126, 3.095, -0.851], [1.217, 2.467, -2.531], [1.122, -1.791, 2.692], [2.567, -2.312, 2.412], [2.367, -3.058, 1.096], [3.601, -3.419, 0.283], [4.481, -2.164, 0.100], [4.743, -1.290, 1.367], [3.467, -1.224, 2.122], [3.667, -0.365, 3.268], [5.863, -1.918, 2.218], [5.181, 0.077, 0.837], [2.923, -3.272, 3.543], [0.851, -1.076, 1.905], [1.125, -1.227, 3.627], [0.357, -2.564, 2.663], [1.786, -3.985, 1.149], [1.672, -2.506, 0.447], [3.444, -3.895, -0.682], [4.194, -4.107, 0.898], [4.021, -1.514, -0.651], [5.472, -2.398, -0.295], [6.696, -2.137, 1.543], [6.096, -1.265, 3.055], [5.723, -2.958, 2.524], [6.202, -0.063, 0.482], [4.585, 0.455, 0.005], [5.197, 0.791, 1.662], [2.061, -3.877, 3.811], [3.147, -2.636, 4.408], [3.866, -3.804, 3.425], [3.168, 0.423, 3.042], [-1.381, -1.021, -6.237], [-1.219, -0.712, -4.732], [-2.083, -1.702, -3.941], [-1.573, -3.132, -4.007], [-0.120, -3.139, -3.478], [0.819, -2.101, -4.067], [0.156, -0.781, -4.199], [0.970, 0.283, -4.656], [1.975, -1.937, -3.078], [1.448, -2.576, -5.364], [-1.900, 0.639, -4.437], [-1.109, -2.031, -6.541], [-0.773, -0.379, -6.879], [-2.450, -0.904, -6.390], [-2.291, -1.408, -2.910], [-3.101, -1.674, -4.345], [-1.548, -3.514, -5.029], [-2.181, -3.788, -3.386], [0.288, -4.144, -3.601], [-0.187, -3.028, -2.392], [2.744, -1.282, -3.496], [1.720, -1.687, -2.042], [2.609, -2.802, -2.845], [1.943, -3.540, -5.217], [0.718, -2.911, -6.108], [2.184, -1.949, -5.866], [-2.715, 0.894, -5.110], [-1.200, 1.478, -4.408], [-2.305, 0.665, -3.427], [0.847, 0.158, -5.611], [-2.974, 4.890, 2.674], [-3.712, 3.544, 2.809], [-3.693, 3.056, 1.345], [-4.215, 1.648, 1.129], [-3.426, 0.649, 1.973], [-3.221, 1.109, 3.438], [-2.986, 2.536, 3.579], [-2.596, 2.894, 4.888], [-4.498, 0.652, 4.180], [-2.040, 0.297, 3.946], [-5.073, 3.818, 3.446], [-1.886, 4.819, 2.576], [-3.133, 5.564, 3.517], [-3.220, 5.415, 1.751], [-4.357, 3.764, 0.836], [-2.777, 3.227, 0.772], [-4.173, 1.470, 0.054], [-5.272, 1.709, 1.412], [-2.457, 0.575, 1.465], [-3.798, -0.373, 1.897], [-4.450, -0.437, 4.267], [-4.476, 0.999, 5.216], [-5.434, 0.850, 3.662], [-1.080, 0.699, 3.591], [-1.920, 0.314, 5.032], [-2.027, -0.736, 3.599], [-5.923, 3.430, 2.869], [-5.257, 4.801, 3.870], [-5.367, 3.170, 4.286], [-3.361, 2.661, 5.438]], "forces_ev_per_a": [[-0.1115, 0.5590, 0.9181], [0.0199, 1.4339, 0.5590], [-0.2649, 0.6020, -1.3285], [-0.5488, 0.2284, -1.3640], [9.2602, 2.9462, -3.2775], [-4.9873, 1.4724, -3.0847], [-1.4084, -4.0004, 2.0040], [-1.4366, -0.4923, 4.7687], [6.6259, -4.7108, -2.4923], [-2.5595, 3.1474, 0.6390], [-2.6370, 2.5768, -2.6983], [-1.6021, -2.8485, 5.0886], [-9.1265, -1.0323, 5.9168], [4.8383, -2.5665, 0.3642], [5.5730, 0.8378, 1.2252], [-2.1738, 1.1768, -6.3530], [1.0494, 1.1997, 0.2261], [-1.6145, -1.7445, -0.7748], [-0.6963, -0.8861, -2.2606], [1.6955, 0.9427, 1.3818], [-0.2322, 0.2086, -0.1322], [-0.4637, -1.9756, -0.4739], [-0.4070, 2.7785, -0.6860], [0.0832, -0.7542, 0.2914], [0.1760, -0.4884, -0.8240], [0.1373, -0.2051, 0.8564], [0.9275, 1.3327, 0.8966], [-0.1348, -0.0844, -0.1000], [-0.3038, -0.2701, 0.1832], [0.2074, -0.1972, 0.2520], [0.0863, -0.0298, 1.0357], [0.3336, 0.5976, 0.0386], [-0.4304, -0.0015, 0.0719], [-0.0394, -0.2923, -0.1850], [-0.1639, 0.0028, 0.0257], [-0.0626, -0.2062, -0.0794], [0.4189, 0.9582, 0.1754], [0.3539, -0.2034, 0.0334], [-0.8957, 0.2565, 0.4947], [0.0201, 0.2488, -0.0645], [-0.2111, -0.0763, 0.0758], [0.1470, 0.1639, -0.1436], [0.2129, -0.3433, -0.1821], [-0.2522, -0.0708, 0.1569], [-0.3370, -0.4753, -0.4287], [0.0796, 0.1469, 0.3087], [0.5097, -0.2325, 0.2978], [-1.3603, -0.0595, 0.1566], [-0.8080, -1.0339, -0.2601], [1.1284, 0.3506, 0.1245], [-1.3700, -0.6084, 0.5052], [1.5808, -0.2070, 0.1362], [-1.3307, 0.0150, 2.4442], [0.0581, -1.2023, -2.2771], [1.3938, 0.0213, 0.4570], [-0.3199, -1.5253, -1.1894], [0.7095, 0.9094, 0.6033], [-0.0697, -0.0944, 0.2907], [-0.3760, 0.3618, -0.0288], [0.1274, 0.2110, -0.5918], [0.8211, 0.1957, 0.1327], [0.1260, 0.1321, -0.4026], [-0.3649, -0.0129, -0.0231], [-0.0241, -0.0907, -0.1265], [0.3336, 0.1480, -0.2567], [0.1242, 0.4296, -0.0042], [-0.3166, 0.5684, 0.2910], [-0.5083, 0.7065, -0.2620], [-0.6256, -0.6907, -0.7471], [0.3106, 0.2191, 0.5111], [-0.2266, 0.5724, -0.0454], [-0.1466, 0.4088, 0.3176], [0.1648, -0.2474, -0.2679], [0.0308, 0.0057, -0.4604], [-0.0178, -0.2423, -0.0062], [0.7676, 0.9131, -0.2720], [0.8580, 0.4821, 0.8204], [0.7271, 0.5484, -0.2400], [-1.2157, 0.2386, -0.5282], [-0.5527, 0.5788, 0.4168], [0.7386, 0.9768, -1.2282], [-1.2571, -1.3433, -0.4459], [2.8493, 0.1673, -1.3042], [-0.8841, -0.1880, -0.1390], [0.5786, -0.7856, 0.4813], [1.0805, 0.3049, 0.6642], [-1.8423, -1.3624, 0.4694], [-0.0172, -0.4336, 0.0458], [-0.1740, -0.0659, 0.0192], [-0.5233, -0.0857, 0.0903], [-0.2549, -0.1926, -0.0232], [0.5790, -0.0934, 0.8624], [0.0051, -0.4699, 0.0817], [-0.0773, -0.5119, -0.0289], [0.2285, 0.1851, 0.3649], [-0.3756, 0.0831, 0.4823], [-0.0067, -0.0181, -0.0080], [-0.4348, 0.1793, -0.0289], [0.0531, 0.4775, 0.1114], [-0.1361, 0.2450, -0.2976], [-0.3162, -0.1071, 0.0386], [-0.4553, -0.0175, 0.0463], [0.0897, 0.9540, -0.8230], [0.1028, 0.2790, -0.6833], [1.1395, -0.0911, 0.4008], [0.0271, 0.2826, 0.2812]], "lowdin_charge": [0.780, 0.816, 0.784, 0.854, -0.708, -0.148, -0.127, -0.199, -0.777, -0.012, -0.154, -0.321, -0.632, -0.167, -0.073, -0.186, -0.039, -0.522, -0.157, -0.155, -0.126, -0.502, -0.109, -0.017, -0.019, -0.031, -0.016, 0.036, 0.085, 0.097, 0.130, 0.104, 0.105, 0.108, 0.099, 0.120, 0.085, 0.089, 0.073, 0.097, 0.064, 0.087, 0.089, 0.087, 0.072, 0.066, -0.009, -0.474, -0.145, -0.151, -0.118, -0.485, -0.120, 0.003, -0.050, -0.024, -0.022, 0.063, 0.091, 0.092, 0.125, 0.129, 0.104, 0.117, 0.127, 0.122, 0.097, 0.066, 0.094, 0.095, 0.076, 0.094, 0.095, 0.090, 0.066, 0.120, -0.038, -0.481, -0.142, -0.162, -0.126, -0.508, -0.145, -0.006, -0.028, -0.044, -0.017, 0.038, 0.083, 0.100, 0.128, 0.113, 0.116, 0.104, 0.090, 0.126, 0.088, 0.078, 0.083, 0.054, 0.088, 0.090, 0.085, 0.082, 0.067, 0.087]}

---

# 2
{"formula": "C30H57BFeO2P2", "method": "ωB97M-V/def2-TZVPD", "s2": 8.88, "charge": 1, "e_above_lowest_ev": 4.6895, "e_tot_ev": -89761.320, "multiplicity": 6, "homo_lumo_gap_ev": [6.77, 5.22], "species": ["Fe", "C", "C", "C", "C", "C", "C", "H", "H", "H", "C", "H", "H", "H", "C", "H", "H", "H", "C", "H", "H", "H", "C", "H", "H", "H", "C", "C", "C", "C", "C", "C", "C", "C", "H", "H", "H", "H", "H", "H", "H", "H", "H", "H", "H", "H", "P", "C", "H", "H", "H", "C", "H", "H", "H", "C", "H", "H", "H", "P", "C", "H", "H", "H", "C", "H", "H", "H", "C", "H", "H", "H", "C", "C", "C", "O", "B", "O", "C", "C", "C", "H", "H", "H", "H", "H", "H", "H", "H", "H", "H", "H", "H"], "positions_angstrom": [[-0.625, -0.188, -2.180], [-1.720, 1.565, -0.118], [-2.358, 0.801, -1.183], [-1.874, -0.608, 0.632], [-1.540, 0.695, 1.001], [-2.376, -0.592, -0.725], [-1.796, 3.049, -0.051], [-1.551, 3.475, -1.043], [-1.101, 3.478, 0.707], [-2.842, 3.335, 0.222], [-1.401, 1.128, 2.431], [-1.103, 2.177, 2.561], [-0.716, 0.488, 3.005], [-2.387, 1.024, 2.906], [-2.025, -1.754, 1.572], [-2.966, -1.574, 2.126], [-1.181, -1.793, 2.283], [-2.106, -2.695, 1.010], [-3.241, -1.667, -1.296], [-4.274, -1.345, -1.495], [-3.267, -2.555, -0.647], [-2.771, -1.989, -2.236], [-3.195, 1.333, -2.293], [-4.238, 1.577, -2.028], [-3.236, 0.567, -3.061], [-2.728, 2.231, -2.698], [1.366, 0.389, -2.590], [0.238, 1.316, -2.857], [-0.346, 1.392, -4.234], [-1.147, 0.200, -4.832], [-1.052, -1.070, -4.005], [0.141, -1.763, -3.897], [1.423, -1.374, -4.546], [2.091, -0.169, -3.816], [0.549, 1.615, -4.809], [-0.899, 0.105, -5.907], [-0.922, 2.322, -4.262], [2.281, 0.635, -4.551], [2.177, 0.783, -1.935], [0.269, 2.293, -2.393], [3.123, -0.432, -3.536], [2.135, -2.214, -4.512], [0.112, -2.793, -3.536], [1.313, -1.095, -5.613], [-2.196, 0.509, -4.778], [-1.990, -1.658, -3.943], [1.685, 1.736, 0.341], [1.603, 2.612, 1.948], [2.497, 3.247, 2.075], [1.517, 1.867, 2.758], [0.714, 3.268, 1.914], [3.411, 1.025, 0.416], [4.116, 1.784, 0.805], [3.714, 0.690, -0.598], [3.380, 0.143, 1.077], [2.032, 3.189, -0.764], [2.156, 2.854, -1.814], [2.927, 3.756, -0.446], [1.138, 3.840, -0.733], [1.073, -2.132, 0.046], [-0.037, -3.300, -0.820], [0.521, -4.155, -1.234], [-0.566, -2.797, -1.653], [-0.816, -3.664, -0.142], [2.529, -2.269, -1.075], [2.275, -1.904, -2.075], [2.840, -3.321, -1.130], [3.351, -1.664, -0.681], [1.668, -3.274, 1.340], [1.898, -4.247, 0.887], [0.887, -3.376, 2.092], [2.573, -2.853, 1.793], [1.620, 0.882, 5.325], [2.280, -0.364, 4.769], [3.666, -0.527, 5.344], [2.413, -0.210, 3.335], [1.349, -0.774, 2.689], [0.608, -1.532, 3.573], [1.329, -1.618, 4.836], [2.094, -2.943, 4.827], [0.297, -1.663, 5.941], [1.564, 0.846, 6.421], [0.589, 1.013, 4.960], [2.213, 1.769, 5.070], [4.244, 0.384, 5.162], [3.638, -0.680, 6.434], [4.206, -1.359, 4.881], [2.593, -3.097, 5.797], [1.395, -3.786, 4.670], [2.873, -2.966, 4.046], [-0.354, -0.770, 5.937], [-0.349, -2.548, 5.801], [0.763, -1.749, 6.938]], "forces_ev_per_a": [[0.4027, -1.4721, 2.4770], [-0.8347, -0.8665, 2.3920], [0.0167, -2.8471, 1.0730], [-0.4131, 0.0655, -0.4034], [-0.0834, 1.9037, -0.8474], [-0.3400, 1.9409, -0.5949], [0.3068, 0.3737, -0.0549], [-0.1927, 0.0720, 0.5208], [-0.5699, -0.3015, -0.5780], [0.7392, -0.0040, -0.2354], [0.1716, 0.0290, 0.1746], [-0.0150, -0.3724, -0.1644], [-0.1479, 0.2288, -0.1734], [0.1340, 0.0239, 0.0039], [0.1684, 0.1343, -0.2051], [0.3361, -0.2896, -0.0046], [-0.5084, -0.0770, -0.2069], [-0.0562, 0.3078, 0.5143], [0.2979, -0.5442, -0.4798], [0.2942, -0.0418, 0.0532], [-0.0716, 0.3726, -0.2286], [-0.6886, -0.2944, 0.1061], [0.2588, 0.0895, -0.1371], [0.4015, -0.1176, 0.2442], [-0.2602, 0.0584, -0.2942], [-0.1804, 0.0675, -0.1965], [-0.3081, 2.7118, -1.3937], [3.0658, -0.0578, -0.1833], [0.2501, 0.8756, -0.5415], [-0.4790, 0.7814, 0.2881], [0.4895, -1.4595, -2.2319], [-1.5248, -0.3137, -0.7136], [0.9989, 0.5355, 0.1482], [0.5023, -0.2029, -0.2050], [-0.0094, -0.1025, -0.7175], [-0.0181, -0.3409, 0.5991], [-0.2203, -0.3057, -0.2591], [-0.4058, -0.0701, 0.2593], [-1.4515, -0.5769, 0.1050], [-0.3198, -0.2429, 0.7098], [-0.4129, -0.2094, 0.1561], [-0.4683, 0.1844, -0.0619], [-0.1442, 0.3613, 0.1515], [-0.3673, -0.2914, 0.5157], [0.1647, -0.1189, -0.3569], [0.6357, 0.4227, 0.3913], [0.4844, -0.0986, -0.2435], [0.0970, 0.3007, -0.0155], [-0.2954, -0.2264, 0.1925], [0.0467, 0.6372, -0.3668], [0.4008, -0.2759, 0.2277], [-0.2777, 0.0631, -0.0634], [-0.1861, -0.4768, -0.2173], [-0.0239, 0.2719, 0.5991], [0.2090, 0.3986, -0.1827], [-0.0395, 0.1206, -0.1210], [0.1164, 0.2904, 0.6684], [-0.4444, -0.1724, -0.1623], [0.4495, -0.0682, -0.0110], [0.2397, 0.1634, -0.2977], [-0.4864, -0.2642, -0.5798], [-0.2091, 0.1386, 0.1418], [0.2217, -0.2852, 0.4773], [0.2573, -0.0587, -0.1169], [0.0118, -0.0822, -0.0292], [0.1091, -0.1451, 0.2956], [0.0333, 0.2330, -0.0585], [-0.0640, -0.1028, -0.1021], [0.0210, -0.2429, -0.1867], [0.0388, 0.0835, 0.1656], [0.1855, -0.1429, 0.0772], [-0.1649, -0.1805, 0.0072], [-0.2673, 0.4137, 0.3030], [-0.6284, -0.4975, 0.1449], [0.3664, -0.2069, 0.2868], [0.2582, 0.4304, -0.8975], [0.1898, -0.1957, 1.5950], [-0.1875, 0.3000, -0.6258], [0.3852, -0.4526, 0.1488], [0.2951, -0.2234, 0.0354], [-0.5024, 0.2596, 0.4492], [0.0461, -0.1071, -0.2212], [0.3651, -0.0045, -0.0428], [-0.1454, -0.1911, -0.0629], [-0.1112, -0.0721, -0.0147], [-0.0722, -0.0222, -0.3351], [-0.1425, 0.1587, 0.1263], [-0.1572, 0.0432, -0.2968], [0.3097, 0.4512, 0.0116], [-0.3824, -0.0209, 0.2814], [0.2985, -0.4061, 0.0042], [0.3059, 0.3716, 0.0315], [-0.0974, 0.0738, -0.4335]], "lowdin_spin": [3.073, 0.221, 0.175, 0.257, 0.019, 0.064, 0.032, 0.003, 0.002, 0.015, 0.010, 0.000, 0.012, 0.000, 0.040, 0.017, 0.009, 0.001, 0.007, 0.000, 0.000, 0.003, 0.032, 0.013, 0.005, 0.002, -0.050, -0.025, 0.004, 0.001, -0.003, 0.039, 0.004, -0.005, -0.001, -0.001, 0.000, -0.001, 0.000, 0.008, 0.000, 0.000, 0.002, 0.001, 0.001, 0.005, 0.030, 0.008, 0.000, 0.005, 0.000, 0.009, 0.000, 0.000, 0.007, 0.005, 0.001, 0.001, 0.000, 0.116, 0.031, 0.004, 0.003, 0.000, 0.013, -0.001, 0.002, 0.000, 0.022, 0.001, 0.001, 0.006, 0.002, 0.026, 0.002, 0.094, 0.501, 0.085, 0.024, 0.002, 0.002, 0.001, 0.000, 0.000, 0.000, 0.001, 0.000, 0.001, 0.000, 0.000, 0.000, 0.000, 0.001]}